A 4-piece molecular cluster, C2H4O2 overall in a non-equilibrium geometry, computed with ωB97M-V/def2-TZVPD.

Element x y z (Å)
1 O -1.27 -1.23 -0.03
2 O -1.11 1.01 -0.05
3 C 0.96 -0.13 -0.08
4 C -0.53 -0.21 -0.13
5 H 1.32 -1.09 -1.21
6 H 1.48 1.59 -0.02
7 H -2.06 0.89 0.06
8 H 1.21 -0.82 1.46

Its HOMO energy is -10.418 eV.

***

A 2-piece molecular cluster, C4H8N2O overall, computed with ωB97M-V/def2-TZVPD.

Element x y z (Å)
1 O 0.97 1.18 -1.27
2 N 0.01 -0.41 1.45
3 N -1.34 0.07 -1.58
4 C 0.31 0.54 -0.49
5 C 0.46 -0.94 0.14
6 C -0.28 0.93 0.88
7 C 1.43 -0.68 1.21
8 H -2.29 0.38 -1.41
9 H -1.23 -0.92 -1.42
10 H -1.02 0.33 -2.50
11 H 1.82 -1.50 1.81
12 H 0.18 -1.98 -0.10
13 H 0.23 1.76 1.37
14 H 2.12 0.13 1.02
15 H -1.36 1.10 0.88

As for the SMILES: O=C1CN2C[C@H]12.N. Its HOMO energy is -8.955 eV.

***

One molecule with the formula C17H24N2O3, computed with ωB97M-V/def2-TZVPD.

Element x y z (Å)
1 O 1.49 -0.17 -1.62
2 O 2.36 -0.86 2.54
3 O 0.77 0.64 2.08
4 N -0.60 0.09 -2.50
5 N -0.74 -2.52 0.06
6 C 1.76 1.62 1.76
7 C -0.18 3.70 -1.77
8 C -0.84 -2.74 -1.36
9 C -1.40 4.18 -2.19
10 C 2.36 2.24 3.01
11 C 1.20 -0.57 2.42
12 C -2.34 3.31 -2.72
13 C 0.54 -2.91 0.63
14 C 0.45 -2.93 2.15
15 C -0.82 1.47 -2.39
16 C -1.26 -1.14 2.01
17 C -1.12 -1.18 0.49
18 C -2.06 1.96 -2.82
19 C 0.27 -2.13 -2.26
20 C 0.06 -1.55 2.67
21 C 0.12 2.35 -1.86
22 C 0.47 -0.64 -2.08
23 H -1.82 -2.37 -1.68
24 H 2.89 1.49 3.58
25 H 3.06 3.03 2.73
26 H 1.58 2.67 3.64
27 H -1.38 -0.42 -2.89
28 H -2.09 -0.94 0.03
29 H 1.34 -2.22 0.33
30 H -1.62 5.24 -2.12
31 H 1.22 -2.62 -2.04
32 H 1.07 1.97 -1.54
33 H -0.39 -0.42 0.18
34 H 0.01 -2.34 -3.30
35 H 0.56 4.37 -1.36
36 H -0.07 -1.59 3.76
37 H -0.82 -3.82 -1.52
38 H 2.54 1.15 1.16
39 H -1.55 -0.13 2.31
40 H -0.29 -3.67 2.46
41 H -2.04 -1.84 2.32
42 H 1.43 -3.22 2.56
43 H -2.79 1.28 -3.23
44 H -3.30 3.68 -3.06
45 H 0.78 -3.91 0.26
46 H 1.23 2.37 1.16

As for the SMILES: CCOC(=O)C1CCN(CCC(=O)Nc2ccccc2)CC1. Its HOMO energy is -8.450 eV.

***

A 8-piece molecular cluster, C44H100N4O8S4 overall in a non-equilibrium geometry, computed with ωB97M-V/def2-TZVPD.

Element x y z (Å)
1 S 5.36 0.99 -3.54
2 S -1.10 0.65 -1.82
3 S -3.52 -0.04 -5.90
4 S -4.67 -2.26 -2.56
5 O 3.58 -4.74 1.58
6 O 5.30 1.25 -2.05
7 O 2.08 3.76 5.56
8 O -4.73 -2.52 -1.07
9 O -1.27 -2.04 2.05
10 O -4.67 -0.93 -5.35
11 O -1.10 -0.71 -2.50
12 O -1.56 3.92 -1.00
13 N 2.03 2.98 4.43
14 N -1.97 5.11 -1.70
15 N -1.51 -3.24 2.90
16 N 3.59 -4.18 0.25
17 C -1.11 6.90 -0.14
18 C 0.39 4.52 3.30
19 C -0.36 2.55 4.58
20 C -1.16 -2.86 4.32
21 C 2.31 1.84 1.86
22 C -2.70 -4.03 2.53
23 C -6.21 -2.85 -3.43
24 C 1.11 -3.97 0.16
25 C 0.87 2.16 2.38
26 C -3.94 3.95 -2.57
27 C -2.82 -4.76 4.97
28 C -4.08 -3.21 2.47
29 C 3.46 -6.33 -1.03
30 C -1.96 -1.02 -5.44
31 C 2.61 -2.74 -1.42
32 C -1.07 6.24 -1.52
33 C -2.78 7.50 -3.00
34 C 6.63 -0.37 -3.81
35 C -1.32 7.15 -2.70
36 C 0.74 3.13 3.69
37 C 4.02 3.93 3.15
38 C 3.97 -0.11 -4.01
39 C 4.15 -5.08 -0.77
40 C 3.05 -3.54 -2.55
41 C -3.50 -3.47 -3.20
42 C 0.36 -2.43 4.45
43 C 3.39 2.66 3.93
44 C 0.38 5.76 -1.66
45 C -1.82 0.25 -0.16
46 C 4.29 -4.34 -2.19
47 C -2.08 -1.63 4.91
48 C -1.46 -4.10 5.26
49 C 3.20 1.50 2.95
50 C -3.40 5.28 -1.96
51 C -2.88 -5.22 3.44
52 C 0.68 0.97 -1.43
53 C 5.58 -5.50 -0.34
54 C 4.41 2.10 4.99
55 C -4.06 5.66 -0.62
56 C -2.38 -4.57 1.15
57 C 2.40 -3.31 0.06
58 C -3.71 6.31 -3.02
59 C -3.61 -0.30 -7.79
60 C 2.52 -2.05 0.94
61 H -3.72 -5.81 3.10
62 H 0.53 -2.33 5.52
63 H -0.47 3.43 5.20
64 H 5.64 -5.81 0.71
65 H -4.64 6.85 -2.82
66 H -6.10 -2.65 -4.50
67 H 0.91 -3.24 3.97
68 H 3.42 4.37 2.36
69 H -3.71 -4.51 -2.96
70 H 1.37 1.15 -2.26
71 H -1.07 -2.33 1.16
72 H 6.12 -4.55 -0.35
73 H 0.51 -1.46 3.96
74 H -3.11 -1.79 4.60
75 H 1.08 6.42 -1.16
76 H -1.21 -0.26 -5.19
77 H 4.48 2.71 5.89
78 H 4.55 -4.98 -3.04
79 H -1.88 -0.83 -0.01
80 H 5.44 1.91 4.69
81 H 2.68 2.61 1.19
82 H -2.99 -5.59 5.65
83 H 4.97 -3.50 -2.20
84 H -0.51 4.53 2.69
85 H 0.35 -3.34 -0.31
86 H 6.27 -1.12 -3.10
87 H 3.45 -6.83 -0.06
88 H -2.29 -3.74 0.45
89 H -1.20 6.17 0.67
90 H 2.35 -4.33 -2.84
91 H -3.63 -4.05 5.10
92 H 3.11 -1.77 -1.42
93 H 2.39 4.60 5.22
94 H 3.15 -2.91 -3.43
95 H -2.03 7.47 -0.01
96 H 3.96 -7.00 -1.74
97 H -4.86 -3.73 1.92
98 H -5.10 5.34 -0.56
99 H 0.76 1.79 -0.72
100 H 2.70 -2.38 1.96
101 H -2.15 -1.63 6.00
102 H 4.01 1.21 5.47
103 H 3.77 -0.69 -3.11
104 H 6.54 -0.79 -4.82
105 H -6.42 -3.91 -3.30
106 H 1.62 -2.41 -1.71
107 H 7.70 -0.16 -3.78
108 H 4.07 -0.58 -4.99
109 H -3.13 -5.23 0.72
110 H -2.83 8.22 -3.82
111 H -3.86 5.88 -4.00
112 H -5.02 3.79 -2.50
113 H 0.68 -4.21 1.13
114 H -4.03 6.73 -0.47
115 H -3.68 3.14 -1.89
116 H -2.80 -0.97 -8.10
117 H -3.58 3.76 -3.58
118 H 0.39 2.70 1.57
119 H -1.94 -1.56 -4.49
120 H 1.12 0.11 -0.92
121 H -0.91 6.92 -3.68
122 H 6.20 -6.22 -0.87
123 H -2.91 0.35 -0.15
124 H 2.94 0.56 3.44
125 H -1.61 -1.60 -6.29
126 H -1.23 2.31 3.96
127 H -0.15 1.80 5.34
128 H 3.24 0.67 -4.26
129 H -1.45 -5.11 1.28
130 H 2.44 -6.21 -1.40
131 H -1.47 0.63 0.80
132 H -2.04 -5.91 3.44
133 H -4.63 -3.03 3.40
134 H -3.98 -2.25 1.95
135 H -7.10 -2.26 -3.21
136 H 1.20 5.03 2.78
137 H -3.58 5.25 0.27
138 H -3.68 -3.43 -4.27
139 H 0.23 1.28 2.44
140 H 0.25 5.23 4.11
141 H 1.11 -4.93 -0.37
142 H -1.60 -0.73 4.53
143 H -2.51 -3.14 -2.89
144 H -4.64 -0.56 -8.04
145 H -0.33 7.61 0.15
146 H 0.63 4.87 -1.08
147 H -2.97 8.01 -2.05
148 H -0.80 8.10 -2.57
149 H 4.98 3.60 2.75
150 H 3.42 -1.48 0.68
151 H 4.41 -4.43 1.96
152 H -0.70 -4.85 5.06
153 H -3.46 0.68 -8.26
154 H -1.16 -3.81 6.27
155 H -1.21 3.52 -1.80
156 H 4.14 1.05 2.65
157 H 2.25 0.95 1.23
158 H 0.78 5.58 -2.66
159 H 4.11 4.83 3.76
160 H 1.70 -1.34 0.93

Its HOMO energy is -7.777 eV.

***

Electronic energy list, top to bottom, in eV: -6226.804, -9302.345, -27142.341, -112916.640
Energy relative to the best compared isomer or geometry (same formula, charge and spin) list, top to bottom, in kJ/mol: 724.0, 390.6, 91.0, 561.2
M list, top to bottom, in g/mol: 60.1, 100.1, 304.4, 941.6